1.
The following is a quantum chemistry calculation of a 3-piece molecular cluster, C35H35BF6O2 overall, from OMol25.

Gap between HOMO and LUMO in Eh: 0.13686
LUMO in eV: -2.819
Total charge: 0
Energy above the lowest of the compared OMol25 structures with the same formula, charge and spin in kcal per mole: 7.2
Spin multiplicity: 1

Cartesian coordinates (Å):
F: -1.4626 4.1879 4.1727
C: -0.7081 4.5586 3.0869
F: -0.8658 5.9065 2.9430
F: 0.6048 4.3466 3.4263
C: -1.1069 3.7843 1.8645
C: -1.5753 4.4512 0.7316
C: -2.0108 3.7037 -0.3488
C: -2.0878 2.2825 -0.2988
C: -2.8235 1.5996 -1.3320
C: -2.8808 0.1646 -1.4315
C: -3.1641 -0.6413 -0.2952
C: -3.3970 -1.9989 -0.4260
C: -3.3121 -2.5955 -1.6743
C: -3.6781 -4.0466 -1.8009
F: -3.5444 -4.5294 -3.0699
F: -2.9165 -4.8453 -0.9855
F: -4.9868 -4.2519 -1.4350
C: -2.9261 -1.8643 -2.8018
C: -2.7130 -0.5000 -2.6735
C: -1.4310 1.6527 0.8018
C: -1.0010 2.3978 1.8918
H: -1.6052 5.5361 0.7024
H: -2.3550 4.2271 -1.2426
H: -2.9572 2.1463 -2.2745
H: -3.2505 -0.1803 0.6869
H: -3.6512 -2.6025 0.4522
H: -2.8033 -2.3662 -3.7573
H: -2.4158 0.0751 -3.5534
H: -1.2883 0.5746 0.8196
H: -0.5820 1.9025 2.7692
C: -10.8578 3.7779 -2.5937
C: -9.8590 4.4676 -1.6914
C: -10.1162 5.9768 -1.7201
C: -9.7800 3.9117 -0.1931
C: -10.6989 4.6063 0.7956
C: -10.0304 2.4079 -0.1397
O: -8.4198 4.1566 0.1947
B: -7.7596 4.4198 -1.0237
C: -6.9428 5.7727 -1.0780
C: -6.6242 6.3343 -2.3105
C: -5.9818 7.5800 -2.3512
C: -5.6959 8.2600 -1.1619
C: -6.0669 7.7035 0.0676
C: -6.6970 6.4532 0.1101
C: -6.3327 2.7717 -1.0210
C: -5.0819 3.5129 -0.8596
C: -6.6581 2.0506 -2.2337
C: -7.1044 0.7180 -2.1044
C: -7.2867 -0.0696 -3.2287
C: -7.0762 0.4678 -4.5031
C: -6.7013 1.8132 -4.6462
C: -6.4844 2.5992 -3.5221
O: -8.5446 4.2031 -2.1810
H: -11.8654 3.9175 -2.1838
H: -10.8209 4.2379 -3.5876
H: -10.6391 2.7094 -2.6901
H: -11.1561 6.1810 -1.4365
H: -9.4410 6.5306 -1.0527
H: -9.9629 6.3488 -2.7413
H: -11.7448 4.4451 0.5047
H: -10.5491 4.1806 1.7944
H: -10.4984 5.6821 0.8452
H: -11.0896 2.1974 -0.3342
H: -9.4086 1.8689 -0.8680
H: -9.7857 2.0392 0.8639
H: -6.8842 5.8291 -3.2409
H: -5.7236 8.0018 -3.3206
H: -5.1889 9.2268 -1.1941
H: -5.8822 8.2279 1.0025
H: -6.9983 6.0249 1.0667
H: -6.7703 2.3583 -0.0965
H: -5.0497 4.1111 0.0602
H: -4.3249 2.7245 -0.7944
H: -4.8554 4.1557 -1.7205
H: -7.2525 0.3238 -1.0939
H: -7.5723 -1.1164 -3.1028
H: -7.2281 -0.1436 -5.3900
H: -6.5453 2.2529 -5.6320
H: -6.1714 3.6437 -3.6110



2.
The following is a quantum chemistry calculation of C35H35FN7O7Sc as an isolated structure, from OMol25.

Gap between HOMO and LUMO in Eh: 0.27681
LUMO in eV: -0.069
Total charge: 0
Spin multiplicity: 1

Cartesian coordinates (Å):
Sc: -0.2246 -0.2924 -1.0747
O: 2.8652 2.5425 -0.1428
C: 2.1795 1.6160 -0.5448
O: 0.9638 1.3403 -0.2472
C: 2.7836 0.6153 -1.5238
C: 4.1166 0.5619 -1.9006
C: 4.5159 -0.4732 -2.7389
C: 3.5967 -1.4260 -3.1643
C: 2.2851 -1.2907 -2.7403
N: 1.9166 -0.2816 -1.9678
C: 1.1547 -2.2660 -3.0159
O: 1.3328 -3.2312 -3.7298
O: 0.0621 -1.9313 -2.4039
H: 4.8013 1.3070 -1.5220
H: 5.5510 -0.5494 -3.0470
H: 3.8693 -2.2633 -3.7905
C: 0.7159 -1.4799 6.5393
C: 1.1461 -0.2122 5.8175
C: 2.5175 0.3006 6.2306
C: 3.6003 -0.7000 5.8574
C: 3.4871 -1.0858 4.4067
C: 4.5696 -1.5739 3.7134
C: 4.4571 -1.9023 2.3639
F: 5.5533 -2.3752 1.7417
C: 3.2955 -1.7461 1.6694
C: 2.1765 -1.2491 2.3533
C: 0.9332 -1.0386 1.6142
O: 0.9036 -1.3665 0.4020
C: -0.1530 -0.4806 2.3352
C: 0.0067 -0.2436 3.6738
N: 1.1397 -0.4359 4.3566
C: 2.2682 -0.9297 3.7109
C: -1.4806 -0.1019 1.7341
O: -2.4381 0.1101 2.4573
O: -1.4825 0.0070 0.4478
H: 0.7316 -1.3235 7.6184
H: 1.3754 -2.3153 6.3024
H: -0.2958 -1.7632 6.2490
H: 0.4084 0.5735 5.9873
H: 2.5156 0.4903 7.3047
H: 2.7025 1.2526 5.7282
H: 3.5227 -1.5917 6.4860
H: 4.5902 -0.2815 6.0424
H: 5.5269 -1.6962 4.2041
H: 3.2185 -1.9873 0.6189
H: -0.8415 0.1310 4.2344
N: -1.5770 -2.9175 -0.3171
C: -2.9506 -2.7542 -0.3410
C: -3.8071 -3.4670 0.4620
C: -5.2011 -3.2852 0.3910
C: -5.7488 -2.4176 -0.5067
C: -4.8954 -1.6516 -1.3375
C: -5.4001 -0.7505 -2.3031
C: -4.5349 -0.0357 -3.0699
C: -3.1510 -0.1655 -2.8243
N: -2.6357 -0.9733 -1.9300
C: -3.4966 -1.7704 -1.2233
H: -1.2589 -3.6906 0.2466
H: -1.1223 -2.9018 -1.2284
H: -3.3941 -4.2018 1.1426
H: -5.8394 -3.8693 1.0412
H: -6.8202 -2.2972 -0.5974
H: -6.4731 -0.6550 -2.4196
H: -4.8783 0.6458 -3.8364
H: -2.4477 0.4464 -3.3733
C: -1.9744 2.7540 -0.8716
N: -1.7024 3.2479 -2.2129
C: -2.8372 3.8983 -2.8491
C: -0.7941 2.5734 -2.9814
N: -0.4242 1.3596 -2.6973
N: -0.3085 3.2483 -4.0725
C: 0.4659 2.5261 -5.0595
C: -0.0748 4.6837 -4.0305
H: -2.4442 3.5571 -0.3026
H: -1.0412 2.4899 -0.3807
H: -2.6464 1.8912 -0.8665
H: -3.7136 3.2397 -2.8341
H: -2.6144 4.1504 -3.8808
H: -3.0927 4.8134 -2.3129
H: 0.4108 1.1168 -3.2217
H: 1.4883 2.3160 -4.7194
H: 0.5305 3.1331 -5.9615
H: -0.0211 1.5864 -5.3181
H: -0.4060 5.0836 -3.0769
H: -0.6028 5.1962 -4.8384
H: 0.9948 4.8837 -4.1335



3.
The following is a quantum chemistry calculation of C35H35N3O3P2W as an isolated structure, from OMol25.

Gap between HOMO and LUMO (spin up / spin down) in Eh: 0.19757 / 0.12363
LUMO (spin up / spin down) in eV: -7.681 / -9.707
Total charge: +2
Spin multiplicity: 3

Cartesian coordinates (Å):
C: -1.0303 3.6457 -4.1146
C: -0.8489 2.2887 -3.8987
C: 0.4215 1.6985 -4.2374
C: 1.4939 2.5315 -4.7438
C: 1.2469 3.9251 -4.9529
C: 0.0106 4.4605 -4.6530
C: 2.7338 1.9125 -4.9852
C: 2.9131 0.5438 -4.7135
C: 1.7640 -0.1938 -4.2283
C: 1.8901 -1.5915 -3.9008
C: 3.1222 -2.2043 -4.0669
C: 4.2511 -1.4847 -4.5615
C: 4.1564 -0.1444 -4.8780
H: -1.9895 4.1094 -3.8580
H: 2.0539 4.5563 -5.3405
H: -0.1779 5.5275 -4.8114
H: 3.5719 2.5053 -5.3699
H: 3.2363 -3.2640 -3.8118
H: 5.2048 -2.0093 -4.6808
H: 5.0276 0.4102 -5.2434
N: 0.5660 0.3796 -4.0340
W: 0.4351 0.2634 -0.5144
C: -1.8788 1.4136 -3.2455
H: -1.8494 0.4014 -3.6800
H: -2.8912 1.8409 -3.3541
C: 0.6898 -2.2793 -3.3271
H: -0.2233 -1.9234 -3.8314
H: 0.7671 -3.3763 -3.4270
P: -1.5686 1.2012 -1.3958
P: 0.4371 -1.8990 -1.4891
C: 1.7452 -3.0099 -0.7805
H: 1.6405 -3.0311 0.3170
H: 1.6810 -4.0388 -1.1786
H: 2.7334 -2.5825 -1.0182
C: -1.0767 -2.9521 -1.2155
H: -0.9217 -3.9935 -1.5503
H: -1.3323 -2.9521 -0.1422
H: -1.9239 -2.5183 -1.7732
C: -1.8877 2.9268 -0.8126
H: -2.8340 3.3320 -1.2149
H: -1.9180 2.9197 0.2888
H: -1.0428 3.5609 -1.1254
C: -3.1631 0.3717 -0.9142
H: -3.1870 0.2434 0.1814
H: -4.0410 0.9645 -1.2273
H: -3.2132 -0.6256 -1.3809
C: 2.1158 0.0770 0.2720
O: 3.1925 0.0500 0.7281
H: 1.2174 0.9191 -1.6876
O: -0.2229 2.3943 1.5464
C: -0.6180 1.3270 1.9809
N: -0.8433 1.1544 3.2827
C: -0.8305 -0.2569 3.5669
C: -0.7965 -0.8178 2.1361
O: -0.6748 -1.9939 1.8513
N: -0.6370 0.1941 1.2518
C: 0.5160 -0.4966 4.3050
C: 1.5466 -1.3313 3.8039
C: 2.7718 -1.4403 4.4691
C: 3.0045 -0.7215 5.6398
C: 2.0099 0.1074 6.1542
C: 0.7811 0.2205 5.4977
C: -2.0723 -0.6181 4.3781
C: -1.9915 -1.2660 5.6326
C: -3.1406 -1.5028 6.3885
C: -4.3881 -1.1058 5.9089
C: -4.4899 -0.4782 4.6660
C: -3.3428 -0.2371 3.9033
H: -0.8069 1.9115 3.9831
H: 1.4422 -1.8946 2.8925
H: 3.5496 -2.0762 4.0659
H: 3.9593 -0.8011 6.1440
H: 2.1956 0.6737 7.0580
H: 0.0378 0.8880 5.9149
H: -1.0464 -1.5809 6.0510
H: -3.0597 -1.9856 7.3543
H: -5.2746 -1.2811 6.5039
H: -5.4583 -0.1658 4.2986
H: -3.4422 0.2712 2.9523



4.
The following is a quantum chemistry calculation of C35H36As2ORhSe as an isolated structure, from OMol25.

Gap between HOMO and LUMO in Eh: 0.26624
LUMO in eV: -3.646
Total charge: +1
Energy above the lowest of the compared OMol25 structures with the same formula, charge and spin in kcal per mole: 0.0
Spin multiplicity: 1

Cartesian coordinates (Å):
Rh: -0.2110 0.0377 0.2128
C: 1.7897 0.0948 3.0953
C: 2.7256 0.4393 1.9470
As: 2.0472 -0.4332 0.3429
C: 3.2688 0.0081 -1.0627
C: 3.4267 -0.8755 -2.1253
C: 4.3366 -0.5861 -3.1297
C: 5.0961 0.5750 -3.0658
C: 4.9470 1.4491 -1.9983
C: 4.0310 1.1694 -0.9947
C: 2.3848 -2.2997 0.6776
C: 3.6956 -2.7171 0.8987
C: 3.9544 -4.0424 1.2089
C: 2.9079 -4.9522 1.3010
C: 1.6035 -4.5402 1.0736
C: 1.3403 -3.2123 0.7617
As: -0.0196 0.6581 2.5995
C: -0.1253 2.5318 2.9976
C: 0.6309 3.1057 4.0129
C: 0.4866 4.4560 4.3003
C: -0.4198 5.2250 3.5836
C: -1.1814 4.6477 2.5767
C: -1.0301 3.3025 2.2765
C: -1.1667 -0.1690 3.9028
C: -1.1032 -1.5475 4.0859
C: -1.9863 -2.1727 4.9541
C: -2.9349 -1.4220 5.6366
C: -2.9942 -0.0469 5.4577
C: -2.1130 0.5834 4.5898
H: 2.0872 0.5531 4.0364
H: 1.7465 -0.9862 3.2459
H: 3.7454 0.0881 2.1075
H: 2.7447 1.5127 1.7510
H: 2.8449 -1.7890 -2.1719
H: 4.4556 -1.2692 -3.9599
H: 5.8088 0.7974 -3.8486
H: 5.5419 2.3512 -1.9463
H: 3.9128 1.8616 -0.1710
H: 4.5181 -2.0155 0.8122
H: 4.9728 -4.3678 1.3739
H: 3.1131 -5.9869 1.5413
H: 0.7901 -5.2516 1.1293
H: 0.3250 -2.9016 0.5452
H: 1.3262 2.5130 4.5932
H: 1.0790 4.9048 5.0864
H: -0.5312 6.2769 3.8107
H: -1.8882 5.2471 2.0177
H: -1.6029 2.8560 1.4718
H: -0.3734 -2.1449 3.5483
H: -1.9334 -3.2436 5.0992
H: -3.6243 -1.9096 6.3129
H: -3.7268 0.5386 5.9976
H: -2.1629 1.6562 4.4542
C: -1.0377 3.1733 -1.3440
C: 0.3137 2.4783 -1.2520
C: 1.4318 3.4970 -1.4133
O: 0.4660 1.8641 0.0291
H: -1.1822 3.6288 -2.3248
H: -1.0834 3.9654 -0.5936
H: -1.8586 2.4787 -1.1646
H: 0.3972 1.7172 -2.0327
H: 1.3956 4.2207 -0.5961
H: 1.2987 4.0396 -2.3512
H: 2.4110 3.0257 -1.4342
Se: -0.9786 -1.0460 -1.7989
C: -2.4155 -0.5369 -0.6519
C: -2.4899 -1.0510 0.6531
C: -3.4706 -0.6072 1.5469
C: -4.3910 0.3312 1.1365
C: -4.3363 0.8497 -0.1624
C: -3.3570 0.4378 -1.0384
H: -1.8389 -1.8704 0.9427
H: -3.5107 -1.0225 2.5460
H: -5.1650 0.6634 1.8159
H: -5.0657 1.5831 -0.4803
H: -3.3060 0.8455 -2.0396



5.
The following is a quantum chemistry calculation of C35H36BrN6PtS4SeSiTe as an isolated structure, from OMol25.

Gap between HOMO and LUMO (spin up / spin down) in Eh: 0.19472 / 0.19161
LUMO (spin up / spin down) in eV: -4.359 / -4.439
Total charge: +1
Energy above the lowest of the compared OMol25 structures with the same formula, charge and spin in kcal per mole: 30.3
Spin multiplicity: 1

Cartesian coordinates (Å):
Pt: 0.8090 1.2643 0.7302
N: 5.0473 2.2287 -0.3081
C: 5.4065 0.8998 -0.5005
C: 6.5700 0.3027 -0.9759
C: 6.5829 -1.0770 -1.0040
C: 5.4809 -1.8361 -0.5675
C: 4.3339 -1.2359 -0.0940
C: 4.3051 0.1585 -0.0700
N: 3.3102 1.0227 0.3697
C: 3.7873 2.2217 0.2061
C: 3.0429 3.3986 0.6654
C: 3.3683 4.7059 0.5333
S: 2.2235 5.6767 1.3436
C: 1.3758 4.2892 1.8122
N: 1.8830 3.1645 1.3908
H: 5.6059 3.0369 -0.5185
H: 7.4198 0.8839 -1.3079
H: 7.4635 -1.5892 -1.3675
H: 5.5375 -2.9161 -0.6062
H: 3.4841 -1.8185 0.2413
H: 4.1961 5.1460 0.0017
H: 0.4872 4.3453 2.4247
Br: -1.3730 1.8972 3.0405
C: 0.2205 1.1945 3.7311
C: 0.3827 1.0569 5.1000
C: 1.5708 0.5213 5.5633
C: 2.5509 0.1467 4.6569
C: 2.3078 0.3197 3.3116
N: 1.1595 0.8340 2.8480
H: -0.4066 1.3600 5.7712
H: 1.7291 0.3981 6.6266
H: 3.4883 -0.2783 4.9857
H: 3.0320 0.0462 2.5560
C: 3.1013 -5.7850 -0.2957
C: 2.2211 -4.5659 -0.2743
C: 1.8864 -3.9081 -1.4486
C: 1.0712 -2.7789 -1.4629
C: 0.7449 -2.1307 -2.7863
C: 0.6174 -2.2993 -0.2285
Te: -0.5872 -0.5550 -0.3020
C: 0.9100 -2.9520 0.9785
C: 0.4027 -2.4623 2.3058
C: 1.7192 -4.0778 0.9294
H: 3.6519 -5.8607 -1.2319
H: 2.5031 -6.6918 -0.1863
H: 3.8151 -5.7667 0.5281
H: 2.2707 -4.2784 -2.3926
H: 1.3720 -2.5460 -3.5733
H: 0.9009 -1.0525 -2.7638
H: -0.2983 -2.3022 -3.0601
H: 0.7170 -1.4368 2.4803
H: 0.7768 -3.0829 3.1185
H: -0.6893 -2.4759 2.3442
H: 1.9638 -4.5900 1.8539
S: -4.3507 5.3921 -0.0318
C: -3.1835 4.3960 -0.5994
S: -1.6122 4.2357 0.1380
C: -1.1241 3.0968 -1.0665
N: -2.0223 2.8718 -1.9537
N: -3.1713 3.5692 -1.6918
C: -4.2222 3.4176 -2.6576
C: -5.5323 3.2522 -2.2437
C: -6.5316 3.1478 -3.2013
C: -6.2191 3.2058 -4.5515
C: -4.8952 3.3387 -4.9500
C: -3.8891 3.4403 -4.0030
S: 0.4689 2.3539 -1.1857
H: -5.7688 3.1983 -1.1916
H: -7.5591 3.0234 -2.8857
H: -7.0058 3.1481 -5.2920
H: -4.6441 3.3773 -6.0015
H: -2.8527 3.5331 -4.2960
C: -5.9704 -1.6444 -0.4510
Si: -4.2153 -1.8255 0.1054
C: -4.0728 -2.1213 1.9305
C: -3.3081 -3.1382 -0.8416
Se: -3.2557 0.2266 -0.3363
H: -6.5463 -2.5285 -0.1651
H: -6.0255 -1.5355 -1.5354
H: -6.4451 -0.7717 0.0013
H: -4.6581 -2.9942 2.2339
H: -4.4324 -1.2590 2.4937
H: -3.0319 -2.3001 2.2120
H: -3.7161 -4.1189 -0.5794
H: -2.2404 -3.1546 -0.6067
H: -3.4199 -3.0027 -1.9188



6.
The following is a quantum chemistry calculation of C35H36BrN7O6PS2W as an isolated structure, from OMol25.

Gap between HOMO and LUMO (spin up / spin down) in Eh: 0.23105 / 0.20859
LUMO (spin up / spin down) in eV: -3.564 / -4.337
Total charge: +1
Energy above the lowest of the compared OMol25 structures with the same formula, charge and spin in kcal per mole: 23.9
Spin multiplicity: 3

Cartesian coordinates (Å):
W: 0.4485 -0.6433 0.2720
C: 5.6398 1.6731 -1.7391
C: 4.4197 2.0502 -2.5735
N: 3.4563 0.9601 -2.6665
C: 2.5582 0.6853 -1.7217
S: 1.5334 -0.7103 -1.9827
N: 2.4550 1.4785 -0.6819
N: 1.4583 1.1841 0.1747
C: 1.3325 1.9969 1.2078
C: 2.3043 3.0912 1.4702
C: 0.1176 1.7818 1.9365
C: -0.3957 2.5965 2.9474
C: -1.6935 2.4220 3.3668
C: -2.4785 1.4396 2.7613
C: -1.9004 0.6166 1.8292
N: -0.6134 0.7366 1.4537
H: 6.3653 2.4861 -1.7548
H: 6.1151 0.7768 -2.1388
H: 5.3441 1.4827 -0.7074
H: 4.7186 2.3073 -3.5888
H: 3.9126 2.9042 -2.1274
H: 3.5900 0.2699 -3.3867
H: 2.6493 3.4992 0.5230
H: 3.1786 2.6985 1.9945
H: 1.8563 3.8808 2.0686
H: 0.2282 3.3621 3.3843
H: -2.1127 3.0536 4.1378
H: -3.5160 1.3125 3.0322
H: -2.4569 -0.1810 1.3590
Br: -8.5109 -5.6301 1.8387
C: -7.7214 -4.7944 0.3331
C: -6.8931 -3.6977 0.5245
C: -6.2758 -3.1157 -0.5648
C: -6.5101 -3.6094 -1.8530
C: -7.3940 -4.6751 -2.0296
C: -7.9821 -5.2846 -0.9380
N: -6.0311 -2.9771 -3.0111
N: -4.9653 -2.3554 -3.0682
C: -3.9028 -2.4175 -2.1799
C: -3.4487 -3.6014 -1.6074
C: -2.2238 -3.6816 -0.9496
C: -1.4667 -2.5412 -0.7393
O: -0.3101 -2.4847 -0.0929
C: -1.9553 -1.3114 -1.2402
N: -1.1848 -0.2210 -0.9548
C: -1.4989 0.9337 -1.5363
C: -2.5733 1.0644 -2.4097
C: -3.4002 -0.0104 -2.6534
C: -3.1079 -1.2427 -2.0476
H: -6.7386 -3.3091 1.5215
H: -5.6375 -2.2529 -0.4271
H: -7.5838 -5.0304 -3.0336
H: -8.6537 -6.1211 -1.0691
H: -4.0471 -4.4936 -1.7386
H: -1.8587 -4.6303 -0.5789
H: -0.8548 1.7744 -1.3100
H: -2.7498 2.0160 -2.8899
H: -4.2473 0.0615 -3.3222
O: 5.9915 -5.3320 -2.9464
C: 6.2796 -4.0823 -2.5428
O: 7.2447 -3.5156 -2.9709
C: 5.3517 -3.4439 -1.5525
C: 4.0426 -3.8666 -1.3356
C: 3.2213 -3.1825 -0.4560
C: 3.7048 -2.0647 0.2224
S: 2.6877 -1.1528 1.3503
C: 5.0243 -1.6622 0.0346
C: 5.8342 -2.3395 -0.8570
H: 5.2238 -5.6947 -2.4943
H: 3.6264 -4.7075 -1.8793
H: 2.1988 -3.5023 -0.3067
H: 5.3976 -0.8052 0.5802
H: 6.8528 -2.0224 -1.0354
C: 1.8469 -3.9357 2.7997
O: 0.5735 -3.2798 2.9171
P: 0.0819 -1.8476 2.4172
O: 0.4270 -0.8502 3.6420
C: 1.2804 -1.1602 4.7513
O: -1.4927 -2.0884 2.5664
C: -2.0723 -2.6486 3.7569
H: 1.9031 -4.6317 3.6342
H: 2.6717 -3.2323 2.8476
H: 1.8887 -4.4855 1.8610
H: 1.0361 -2.1312 5.1807
H: 1.1133 -0.3786 5.4880
H: 2.3238 -1.1508 4.4353
H: -3.1199 -2.8324 3.5360
H: -1.9865 -1.9403 4.5817
H: -1.5841 -3.5844 4.0169



spin multiplicity of number 2 (C35H35FN7O7Sc)?
1



Look up the spin multiplicity of the fourth one.
1